A structure of composition C19H24N4O5PPdS, computed with ωB97M-V/def2-TZVPD.

The geometry in ORCA input format:
```
! RIJCOSX wB97M-V def2-TZVPD def2/J DEFGRID3
* xyz 1 5
Pd -1.029 -0.206 -0.130
C 1.574 -3.816 0.176
C 0.717 -2.696 -0.308
N -0.308 -2.246 0.347
N -0.665 -2.820 1.489
C -1.720 -2.316 2.101
N -2.126 -2.906 3.232
S -2.666 -0.976 1.516
C 0.941 -2.063 -1.614
C 1.800 -2.606 -2.564
C 1.861 -2.027 -3.822
C 1.065 -0.929 -4.103
C 0.254 -0.424 -3.095
N 0.208 -0.968 -1.887
H 1.434 -3.954 1.244
H 2.624 -3.620 -0.036
H 1.295 -4.748 -0.323
H -1.682 -3.759 3.534
H -2.964 -2.594 3.690
H 2.384 -3.485 -2.332
H 2.517 -2.437 -4.578
H 1.067 -0.469 -5.080
H -0.372 0.444 -3.255
O -5.637 3.609 -2.360
C -4.744 2.910 -1.998
C -3.568 3.311 -1.089
O -3.422 4.386 -0.571
C -2.716 2.103 -0.967
C -3.306 0.982 -1.674
O -2.799 -0.154 -1.653
C -4.540 1.429 -2.393
O -5.255 0.799 -3.120
O -1.622 1.990 -0.365
C 2.815 2.794 -0.236
C 1.719 1.799 -0.616
P 0.907 0.938 0.788
C 0.420 2.279 1.950
C -0.688 1.896 2.930
C 2.300 0.045 1.586
C 1.911 -0.670 2.881
H 3.196 3.275 -1.137
H 3.657 2.306 0.253
H 2.434 3.577 0.420
H 2.119 1.021 -1.273
H 0.920 2.306 -1.161
H 0.075 3.099 1.320
H 1.315 2.605 2.484
H -1.560 1.529 2.394
H -1.001 2.772 3.498
H -0.367 1.131 3.638
H 3.090 0.772 1.781
H 2.681 -0.668 0.849
H 1.662 0.047 3.662
H 2.743 -1.273 3.243
H 1.053 -1.328 2.733
*
```

Computed properties:
Total energy in a.u.: -2200.75629
HOMO (alpha / beta) in eV: -11.037 / -11.276
Lowest unoccupied orbital energy (alpha / beta) in eV: -4.1 / -6.8
ΔE to the lowest compared entry with this formula, charge and spin in eV: 0.405


An isolated molecule of C19H24N6O3, computed with ωB97M-V/def2-TZVPD.

The geometry in ORCA input format:
```
! RIJCOSX wB97M-V def2-TZVPD def2/J DEFGRID3
* xyz 0 1
C -4.063 -2.573 0.887
C -3.063 -1.612 0.330
N -3.468 -0.371 0.179
C -2.585 0.513 -0.309
N -1.329 0.223 -0.634
C -0.868 -1.020 -0.489
N 0.368 -1.240 -1.002
C 1.388 -2.106 -0.446
H 0.966 -2.905 0.155
H 1.947 -2.543 -1.279
C 2.348 -1.298 0.443
N 2.935 -0.222 -0.319
C 4.167 0.311 0.052
C 4.864 1.126 -0.845
C 6.110 1.626 -0.529
C 6.705 1.321 0.684
C 6.030 0.509 1.577
C 4.776 0.012 1.273
H 4.269 -0.601 2.002
H 6.478 0.264 2.530
H 7.682 1.711 0.928
H 6.628 2.252 -1.242
H 4.434 1.354 -1.809
C 1.917 0.650 -0.867
H 2.376 1.454 -1.439
C 0.993 -0.173 -1.763
H 0.218 0.454 -2.199
H 1.581 -0.643 -2.557
H 1.312 1.098 -0.061
H 3.134 -1.972 0.784
H 1.788 -0.926 1.318
C -1.750 -2.013 0.027
N -1.444 -3.393 0.207
O -0.582 -3.701 1.016
O -2.087 -4.198 -0.437
N -3.008 1.771 -0.506
C -2.107 2.846 -0.850
H -1.135 2.425 -1.098
C -1.999 3.806 0.342
H -1.416 4.689 0.078
O -3.269 4.274 0.734
C -4.118 3.210 1.101
H -5.070 3.663 1.383
C -4.305 2.224 -0.060
H -4.888 1.359 0.252
H -4.802 2.733 -0.892
H -3.698 2.675 1.966
H -1.515 3.286 1.183
H -2.517 3.384 -1.712
H -4.967 -2.030 1.143
H -3.671 -3.069 1.773
H -4.298 -3.337 0.148
*
```

Computed properties:
Total energy in a.u.: -1292.58223
HOMO in eV: -7.905
Lowest unoccupied orbital energy in eV: 0.0
ΔE to the lowest compared entry with this formula, charge and spin in eV: 3.274


A cluster of 2 separate species, C19H24N6O6PS2 in total, computed with ωB97M-V/def2-TZVPD.

The geometry in ORCA input format:
```
! RIJCOSX wB97M-V def2-TZVPD def2/J DEFGRID3
* xyz -1 1
O 2.355 -5.315 0.536
P 3.405 -4.290 0.614
N 3.114 -3.034 1.716
C 2.473 -1.841 1.564
N 2.369 -0.952 2.546
C 1.669 0.055 2.020
C 1.226 1.282 2.721
C -0.080 0.927 3.487
C -1.210 0.527 2.574
O -1.556 -0.633 2.587
N -1.756 1.436 1.731
C -2.997 1.092 1.091
C -4.199 1.646 1.530
C -5.394 1.353 0.864
C -5.390 0.502 -0.251
C -4.179 -0.052 -0.676
C -2.989 0.239 0.000
N 1.370 -0.161 0.743
C 0.676 0.702 -0.227
C 1.686 1.342 -1.196
C 2.049 2.792 -0.793
S 2.529 3.819 -2.198
N 1.871 -1.408 0.449
C 1.641 -1.949 -0.856
C 2.514 -1.779 -1.925
C 2.164 -2.315 -3.151
N 1.040 -2.987 -3.433
C 0.242 -3.142 -2.375
C 0.472 -2.657 -1.096
H 4.590 -4.851 1.123
H 3.708 -3.728 -0.631
H 3.481 -3.179 2.645
H 1.983 1.588 3.437
H 1.062 2.055 1.976
H 0.114 0.033 4.074
H -0.339 1.719 4.188
H -1.822 2.361 2.140
H -4.233 2.313 2.385
H -6.334 1.788 1.176
H -6.314 0.292 -0.770
H -4.169 -0.709 -1.532
H -2.094 -0.225 -0.375
H -0.128 0.185 -0.743
H 0.188 1.510 0.307
H 1.237 1.350 -2.187
H 2.628 0.794 -1.206
H 1.236 3.274 -0.252
H 2.960 2.721 -0.196
H 1.794 3.310 -3.201
H 3.441 -1.236 -1.812
H 2.840 -2.152 -3.982
H -0.681 -3.682 -2.549
H -0.252 -2.816 -0.310
O -1.407 3.128 -1.287
S -2.010 2.434 -2.474
O -3.487 2.534 -2.411
O -1.611 0.974 -2.397
O -1.496 3.017 -3.734
*
```

Computed properties:
Total energy in a.u.: -2656.13659
HOMO in eV: -2.826
Lowest unoccupied orbital energy in eV: 1.3


Q: Among the records above, which one has the highest total energy?
A: C19H24N6O3